Computed, not measured: a structure of composition C13H22BI2O3P2Y in a non-equilibrium geometry, with ωB97M-V/def2-TZVPD.

Each line ends with the Löwdin charge.
Geometry (Å):
I 5.440 -0.533 -1.328  0.07
I 5.842 -1.198 1.268  0.02
Y -0.397 -0.349 1.772  1.29
P 0.059 1.944 0.448  0.70
C 1.695 2.706 0.535  -0.22
C -0.737 3.040 -0.708  -0.19
H -0.724 4.072 -0.313  0.09
H -0.551 3.552 2.033  0.09
H -1.763 2.688 -0.832  0.05
H -1.680 2.160 2.081  0.06
H 2.176 2.609 -0.451  0.07
H -0.196 3.015 -1.663  0.09
C -0.627 2.458 2.040  -0.25
H 1.566 3.773 0.783  0.08
H -0.037 2.065 2.894  0.06
H 2.312 2.225 1.312  0.07
P -0.541 -1.876 -0.448  0.71
C 0.801 -3.025 -0.813  -0.23
C -1.460 -2.802 0.797  -0.25
H -2.409 -1.422 -1.803  0.05
H -1.847 -3.123 -2.007  0.09
H -0.954 -1.788 -2.802  0.09
C -1.537 -2.068 -1.915  -0.18
H -2.382 -2.263 1.032  0.05
H -1.703 -3.747 0.303  0.09
H 0.363 -4.010 -1.048  0.08
H 1.479 -3.134 0.050  0.07
H -0.853 -3.020 1.698  0.07
H 1.358 -2.656 -1.688  0.07
C 1.266 -0.177 -0.079  -0.33
O 2.078 -0.118 -0.896  0.02
O -2.892 0.649 -1.043  0.09
B -1.953 0.288 -0.045  -0.52
O -2.825 0.141 1.220  -0.09
C -4.133 0.440 0.829  -0.22
C -5.286 0.455 1.595  0.01
C -6.499 0.792 0.955  -0.04
C -6.527 1.095 -0.421  -0.04
C -5.339 1.063 -1.171  0.03
C -4.162 0.739 -0.526  -0.21
H -5.220 0.209 2.656  0.13
H -7.439 0.817 1.541  0.13
H -7.487 1.355 -0.896  0.13
H -5.317 1.282 -2.226  0.13

Calculated values
**Energy relative to the best compared isomer or geometry (same formula, charge and spin)**: 238.2 kJ/mol
**Maximum force**: 4.1 eV/A
**Total charge**: +2